{
  "formula": "C6H6",
  "method": "wB97M-V/def2-TZVPD",
  "symbols": ["C", "C", "C", "C", "C", "C", "H", "H", "H", "H", "H", "H"],
  "positions_angstrom": [[0.501, -2.540, 0.685], [0.408, -1.079, 0.564], [0.348, 0.123, 0.494], [0.318, 1.591, 0.355], [-0.064, 2.021, -0.993], [-0.539, 2.406, -2.027], [-0.466, -2.990, 0.934], [0.848, -3.000, -0.245], [1.206, -2.817, 1.475], [1.290, 2.013, 0.643], [-0.431, 2.057, 1.008], [-0.918, 2.800, -2.940]],
  "forces_ev_per_a": [[0.0, -0.1, 0.0], [0.0, 0.5, 0.0], [0.0, -0.5, 0.1], [0.0, 0.0, 0.0], [-0.3, 0.2, -0.4], [0.3, 0.0, 0.3], [0.1, 0.2, 0.0], [0.0, 0.2, 0.1], [-0.1, 0.1, -0.1], [-0.2, -0.1, -0.1], [0.2, -0.3, 0.2], [0.0, -0.1, 0.0]],
  "mulliken_charge": [-1.2558, 0.6628, -0.1179, -0.7023, -0.4692, 0.0989, 0.2881, 0.2909, 0.2851, 0.2696, 0.2470, 0.4028],
  "homo_energy_ev": -9.589,
  "total_energy_ev": -6315.5329,
  "charge": 0,
  "smiles": "C#CCC#CC"
}